[1]
Molecular formula: C5H14S
Method: DFT, wB97M-V/def2-TZVPD

Each line ends with the Mulliken charge.
Geometry (Å):
C: -1.27 -1.51 0.75  -0.501
C: -0.63 -0.25 1.28  -0.881
C: 0.99 -1.34 -1.18  -0.879
S: -0.37 -2.39 -0.64  -0.141
H: -1.31 -2.26 1.50  0.336
H: -2.14 -1.37 0.18  0.361
H: -0.84 0.64 0.69  0.211
H: 0.44 -0.35 1.11  0.164
H: 0.51 -0.49 -1.66  0.268
H: 1.65 -1.03 -0.37  0.298
H: 1.67 -1.80 -1.89  0.348
H: -0.69 -0.02 2.34  0.407
C: 0.67 3.43 0.90  -0.761
C: 0.62 3.60 -0.63  -0.864
H: 0.86 4.36 1.43  0.316
H: -0.32 3.12 1.25  0.214
H: 1.40 2.70 1.26  0.250
H: 1.25 2.91 -1.18  0.261
H: 0.99 4.59 -0.90  0.329
H: -0.41 3.57 -0.98  0.264

E = -16246.366 eV
maximum force = 1.85 eV Å⁻¹
HOMO = -8.28 eV
SMILES = CCSC.CC
energy above the lowest of the compared OMol25 structures with the same formula, charge and spin = 90.2 kJ/mol

---

[2]
Molecular formula: C5H15BrN3O2V
Method: DFT, wB97M-V/def2-TZVPD

Each line ends with the Löwdin spin population.
Geometry (Å):
V: -0.70 8.96 1.86  3.987
Br: 0.40 8.43 -0.60  0.012
C: -0.97 5.19 -2.93  0.000
O: -1.54 4.30 -3.57  0.000
N: -0.59 5.03 -1.71  0.000
N: -0.90 6.44 -3.32  0.000
H: -0.79 4.14 -1.27  0.000
H: -0.13 5.82 -1.29  0.000
H: -0.31 7.11 -2.85  0.000
H: -1.41 6.62 -4.18  0.000
C: 0.82 13.04 -1.65  0.000
C: 2.20 12.67 -2.02  0.000
C: 3.25 12.65 -0.92  0.000
O: 4.52 12.01 -1.29  0.000
C: 5.23 11.38 -0.25  0.000
N: 2.15 11.26 -2.48  0.000
H: 0.30 13.37 -2.56  0.000
H: 0.72 13.86 -0.94  0.000
H: 0.24 12.32 -1.08  0.000
H: 2.37 13.36 -2.85  0.000
H: 2.82 12.05 -0.12  0.000
H: 3.37 13.59 -0.37  0.000
H: 5.99 10.77 -0.75  0.000
H: 4.50 10.88 0.38  0.000
H: 5.81 12.09 0.34  0.000
H: 3.13 11.02 -2.53  0.000
H: 1.66 10.74 -1.77  0.000

E = -109720.632 eV
maximum force = 4.32 eV Å⁻¹
HOMO (spin up / spin down) = -8.31 / -8.90 eV
multiplicity = 5

---

[3]
Molecular formula: C5H15ClNSi
Method: DFT, wB97M-V/def2-TZVPD

Each line ends with the Löwdin spin population.
Geometry (Å):
C: -0.39 -0.79 -1.14  0.007
C: -2.77 -1.20 -2.54  0.042
C: 3.44 0.06 1.79  0.080
C: 1.76 1.83 1.39  0.088
C: -2.00 -1.20 -1.13  0.070
N: 2.65 1.18 2.30  0.692
Si: -3.24 -0.12 -0.02  0.607
Cl: -2.93 1.74 -0.30  0.178
H: -0.14 -0.67 -0.16  0.008
H: 0.25 -1.53 -1.50  0.000
H: -0.15 0.11 -1.66  0.000
H: -2.06 -1.78 -3.06  0.007
H: -2.94 -0.19 -2.91  0.003
H: -3.64 -1.76 -2.45  0.004
H: 4.29 0.25 1.14  0.042
H: 3.84 -0.59 2.59  0.013
H: 2.72 -0.46 1.24  0.005
H: 2.26 2.45 0.62  0.046
H: 1.17 2.56 2.04  0.009
H: -1.79 -2.21 -0.74  0.003
H: 3.18 1.79 2.87  0.017
H: -4.52 -0.58 0.55  0.069
H: 1.02 1.11 1.08  0.010

E = -27307.139 eV
maximum force = 5.17 eV Å⁻¹
HOMO (spin up / spin down) = -8.53 / -12.50 eV
multiplicity = 3
net charge = +1
energy above the lowest of the compared OMol25 structures with the same formula, charge and spin = 3.1 kJ/mol

---

[4]
Molecular formula: C5H15FNbO
Method: DFT, wB97M-V/def2-TZVPD

Each line ends with the Mulliken charge.
Geometry (Å):
C: 1.61 -1.96 -0.38  -0.861
C: 2.47 -0.71 0.04  -0.346
O: 1.77 -0.04 1.06  -0.307
C: 1.40 1.31 0.69  -0.771
Nb: -0.60 1.56 -0.39  -0.528
C: -1.64 -0.13 0.81  -0.799
C: -2.84 -0.61 -0.08  -0.266
F: -3.19 -1.95 0.16  -0.336
H: 2.05 -2.48 -1.25  0.357
H: 0.61 -1.59 -0.62  0.087
H: 1.57 -2.64 0.49  0.262
H: 2.65 -0.09 -0.86  0.333
H: 3.44 -1.11 0.39  0.281
H: 1.36 1.89 1.64  0.258
H: 2.19 1.82 0.08  0.443
H: -1.20 2.75 0.88  0.009
H: 0.04 2.96 -1.40  0.007
H: -0.20 0.33 -1.67  -0.013
H: -2.23 1.81 -1.21  0.017
H: -2.11 0.27 1.73  0.349
H: -0.95 -0.96 1.03  0.236
H: -3.68 0.08 0.03  0.326
H: -2.51 -0.51 -1.14  0.263

E = -11736.624 eV
maximum force = 2.28 eV Å⁻¹
HOMO = -4.31 eV
net charge = -1

---

[5]
Molecular formula: C5H15N2
Method: DFT, wB97M-V/def2-TZVPD

Each line ends with the Löwdin spin population.
Geometry (Å):
C: -0.94 -2.32 -2.69  0.018
N: -0.61 -1.16 -1.86  0.189
C: -0.43 0.08 -2.42  0.517
N: 0.16 1.13 -1.76  0.186
H: -2.03 -2.42 -2.66  0.005
H: -0.45 -3.21 -2.30  0.003
H: -0.62 -2.09 -3.70  0.004
H: -0.56 -1.25 -0.87  0.010
H: -0.68 0.19 -3.46  0.048
H: 0.38 1.09 -0.79  0.009
H: 0.43 1.96 -2.26  0.006
C: -0.53 1.24 2.84  0.000
C: 0.35 0.89 1.66  0.001
C: 1.61 0.15 2.07  0.002
H: -1.02 0.34 3.21  0.000
H: -1.29 1.99 2.60  0.000
H: 0.09 1.61 3.66  0.000
H: 0.59 1.76 1.06  0.001
H: -0.21 0.16 1.05  0.000
H: 2.15 -0.28 1.23  0.002
H: 2.26 0.82 2.64  0.000
H: 1.36 -0.66 2.76  0.000

E = -8406.157 eV
maximum force = 1.94 eV Å⁻¹
HOMO (spin up / spin down) = -4.24 / -8.56 eV
multiplicity = 2
energy above the lowest of the compared OMol25 structures with the same formula, charge and spin = 54.2 kJ/mol

---

[6]
Molecular formula: C5H15N2
Method: DFT, wB97M-V/def2-TZVPD

Each line ends with the Löwdin spin population.
Geometry (Å):
C: -1.27 -0.93 1.44  0.609
C: -1.29 -0.77 -0.07  0.077
C: -0.57 0.46 -0.65  0.021
C: 0.92 0.52 -0.33  0.002
C: 1.77 -0.41 -1.20  0.001
N: 1.63 -0.12 -2.62  0.000
N: -0.74 1.44 2.48  0.154
H: -2.24 -1.20 1.86  0.028
H: -0.45 -1.52 1.84  0.027
H: -0.85 -1.65 -0.53  0.021
H: -2.33 -0.73 -0.39  0.001
H: -1.05 1.36 -0.30  0.001
H: -0.71 0.45 -1.74  0.000
H: 1.26 1.54 -0.41  0.000
H: 1.06 0.24 0.71  0.001
H: 1.52 -1.45 -0.97  0.000
H: 2.82 -0.28 -0.93  0.000
H: 1.07 -0.77 -3.14  0.000
H: 2.51 -0.01 -3.08  0.000
H: -0.50 1.40 3.47  0.003
H: -1.62 1.96 2.45  0.002
H: -0.96 0.48 2.10  0.053

E = -8406.116 eV
maximum force = 2.34 eV Å⁻¹
HOMO (spin up / spin down) = -8.27 / -9.03 eV
multiplicity = 2
energy above the lowest of the compared OMol25 structures with the same formula, charge and spin = 58.1 kJ/mol

---

[7]
Molecular formula: C5H15N2
Method: DFT, wB97M-V/def2-TZVPD

Each line ends with the Löwdin spin population.
Geometry (Å):
N: -2.41 -0.01 2.24  0.205
C: -2.34 -0.98 1.34  0.488
N: -1.29 -1.46 0.78  0.211
H: -1.59 0.55 2.51  0.014
H: -3.28 0.25 2.66  0.006
H: -3.33 -1.38 1.01  0.040
H: -1.38 -1.77 -0.19  0.012
H: -0.41 -1.04 0.94  0.011
C: 0.79 0.94 0.53  0.003
C: 1.04 0.76 -0.99  0.000
C: 2.51 0.41 -1.27  0.000
C: 0.18 -0.33 -1.64  0.003
H: -0.29 0.96 0.95  0.001
H: 1.24 0.11 1.13  0.001
H: 1.20 1.92 0.90  0.000
H: 0.81 1.77 -1.34  0.000
H: 2.71 0.32 -2.37  0.000
H: 2.81 -0.52 -0.87  0.000
H: 3.20 1.22 -0.86  0.000
H: -0.90 -0.08 -1.48  0.003
H: 0.30 -0.30 -2.76  0.000
H: 0.42 -1.34 -1.24  0.002

E = -8405.608 eV
maximum force = 7.41 eV Å⁻¹
HOMO (spin up / spin down) = -3.77 / -9.24 eV
multiplicity = 2
energy above the lowest of the compared OMol25 structures with the same formula, charge and spin = 107.2 kJ/mol

---

[8]
Molecular formula: C5H15N2
Method: DFT, wB97M-V/def2-TZVPD

Each line ends with the Mulliken charge.
Geometry (Å):
C: 0.35 0.80 -1.56  -0.590
N: 0.17 1.82 -0.60  -0.197
C: 1.18 2.73 -0.52  -0.869
C: -0.20 -0.59 -0.97  -0.986
N: 0.24 -0.55 0.53  -0.238
C: -0.66 -1.28 1.61  -0.395
C: -1.25 -2.59 1.15  -0.882
H: -0.02 1.05 -2.64  0.354
H: 1.47 0.61 -1.67  0.355
H: -0.73 2.25 -0.45  0.211
H: 0.80 3.55 0.21  0.295
H: 2.17 2.28 -0.12  0.262
H: 1.47 3.13 -1.53  0.323
H: -1.24 -0.63 -0.81  0.440
H: -0.01 -1.41 -1.48  0.541
H: 1.17 -0.92 0.33  0.406
H: 0.43 0.49 0.80  0.413
H: -0.01 -1.53 2.55  0.366
H: -1.43 -0.48 2.05  0.282
H: -1.39 -3.20 2.08  0.336
H: -0.37 -3.05 0.53  0.247
H: -2.14 -2.49 0.50  0.325

E = -8400.072 eV
maximum force = 6.68 eV Å⁻¹
HOMO = -13.06 eV
SMILES = CC[NH2+]CCNC
net charge = +1
energy above the lowest of the compared OMol25 structures with the same formula, charge and spin = 251.3 kJ/mol

---

[9]
Molecular formula: C5H15N2
Method: DFT, wB97M-V/def2-TZVPD

Each line ends with the Mulliken charge.
Geometry (Å):
C: 2.46 1.18 -0.30  -1.531
C: 1.00 0.78 -0.18  0.507
C: 0.86 -0.72 -0.54  -1.119
C: -0.56 -1.16 -0.83  -0.686
C: -2.66 -0.12 0.16  -0.837
N: -1.42 -0.98 0.38  -0.040
N: 0.43 0.93 1.18  -0.652
H: 3.11 0.41 0.08  0.374
H: 2.69 1.51 -1.32  0.373
H: 2.68 2.12 0.23  0.439
H: 0.41 1.33 -0.85  0.350
H: 1.46 -0.98 -1.41  0.462
H: 1.36 -1.30 0.24  0.389
H: -0.60 -2.15 -1.27  0.360
H: -0.95 -0.50 -1.62  0.325
H: -2.96 -0.18 -0.88  0.345
H: -2.38 0.89 0.44  0.280
H: -3.46 -0.48 0.80  0.362
H: -1.79 -1.86 0.69  0.372
H: -0.80 -0.40 1.06  0.450
H: 1.11 1.00 1.93  0.226
H: -0.08 1.81 1.28  0.251

E = -8402.213 eV
maximum force = 2.29 eV Å⁻¹
HOMO = -14.09 eV
SMILES = C[NH2+]CC[C@H](C)N
net charge = +1
energy above the lowest of the compared OMol25 structures with the same formula, charge and spin = 44.8 kJ/mol

---

[10]
Molecular formula: C5H15N2
Method: DFT, wB97M-V/def2-TZVPD

Each line ends with the Mulliken charge.
Geometry (Å):
C: -0.23 0.91 0.38  -0.384
C: 0.44 0.39 -0.80  -0.091
C: 0.35 -1.00 -1.16  -0.506
C: -1.00 -1.29 -1.88  -0.363
C: -1.05 -0.61 -3.26  -1.111
N: 0.52 0.49 4.56  -0.611
N: 0.93 0.92 1.30  -0.467
H: -0.58 1.93 0.33  0.384
H: -0.98 0.24 0.78  0.274
H: 0.72 1.40 4.95  0.210
H: 1.22 1.02 -1.22  0.356
H: 0.33 -1.59 -0.24  0.307
H: 1.20 -1.33 -1.76  0.385
H: -1.12 -2.36 -1.98  0.353
H: -1.80 -0.89 -1.27  0.283
H: -2.06 -0.49 -3.63  0.339
H: -0.64 0.39 -3.18  0.309
H: -0.13 -0.09 5.06  0.220
H: -0.42 -1.12 -3.98  0.343
H: 0.35 0.47 3.57  0.200
H: 1.44 0.04 1.20  0.265
H: 1.59 1.66 1.06  0.305

E = -8399.572 eV
maximum force = 1.85 eV Å⁻¹
HOMO = -12.19 eV
net charge = +1
energy above the lowest of the compared OMol25 structures with the same formula, charge and spin = 299.5 kJ/mol

---

[11]
Molecular formula: C5H15N2
Method: DFT, wB97M-V/def2-TZVPD

Each line ends with the Mulliken charge.
Geometry (Å):
C: -1.29 1.21 -0.93  -1.309
C: -0.51 0.99 1.41  -1.776
C: 1.50 -1.43 0.36  -0.923
C: -0.73 -1.56 -0.51  -0.945
C: -0.02 0.88 -0.06  1.033
N: 1.18 1.61 -0.28  -0.543
N: 0.43 -0.75 -0.37  -0.051
H: -1.40 0.47 -1.70  0.339
H: -2.08 1.37 -0.20  0.346
H: -1.06 2.18 -1.39  0.454
H: 0.27 0.95 2.12  0.476
H: -1.13 1.89 1.49  0.475
H: -1.28 0.24 1.72  0.379
H: 0.92 -1.72 1.23  0.456
H: 1.79 -2.33 -0.31  0.353
H: 2.48 -0.86 0.76  0.256
H: -1.56 -1.30 0.12  0.370
H: -1.11 -1.91 -1.46  0.352
H: -0.41 -2.58 -0.02  0.372
H: 1.58 2.21 0.51  0.262
H: 1.25 2.05 -1.23  0.249
H: 0.83 -0.57 -1.32  0.375

E = -8400.565 eV
maximum force = 5.36 eV Å⁻¹
HOMO = -14.21 eV
SMILES = C[NH+](C)C(C)(C)N
net charge = +1
energy above the lowest of the compared OMol25 structures with the same formula, charge and spin = 203.7 kJ/mol

---

Q: Look up the E of the first one.
A: -16246.366 eV

---

Q: What is the formula in the sixth record?
A: C5H15N2